C25H27FeN3O2S3 | ωB97M-V/def2-TZVPD

Geometry as XYZ:
```
61
Properties=species:S:1:pos:R:3
Fe 0.082 -0.626 0.059
O 1.166 0.537 -1.088
S 2.341 1.466 -1.419
C 1.862 3.144 -0.929
C 1.471 3.336 0.532
C 0.044 2.857 0.811
C -0.185 2.526 2.278
S -1.390 1.203 2.500
O -0.889 0.066 1.599
C -2.800 1.914 1.691
C -3.389 1.266 0.619
C -4.518 1.829 0.039
C -5.043 3.012 0.539
C -4.454 3.634 1.634
C -3.331 3.081 2.227
C 3.622 1.146 -0.240
C 3.399 0.400 0.906
C 4.451 0.190 1.787
C 5.702 0.725 1.514
C 5.914 1.463 0.356
C 4.874 1.669 -0.537
H 1.062 3.415 -1.622
H 2.744 3.728 -1.204
H 1.579 4.390 0.792
H 2.183 2.796 1.160
H -0.122 1.954 0.232
H -0.689 3.582 0.455
H -0.536 3.366 2.879
H 0.712 2.126 2.757
H -2.995 0.324 0.268
H -5.001 1.332 -0.792
H -5.927 3.443 0.089
H -4.878 4.543 2.036
H -2.890 3.553 3.098
H 2.427 -0.026 1.117
H 4.293 -0.395 2.683
H 6.521 0.557 2.200
H 6.894 1.865 0.138
H 5.045 2.222 -1.454
C 1.761 -5.620 0.575
N 0.656 -5.141 -0.258
C -0.112 -5.936 -1.086
C -1.005 -5.144 -1.685
N -0.792 -3.838 -1.214
C 0.260 -3.864 -0.338
S 1.053 -2.657 0.572
C -1.555 -2.734 -1.697
C -2.742 -2.995 -2.373
C -3.411 -1.950 -2.975
C -2.887 -0.667 -2.896
C -1.743 -0.492 -2.155
N -1.090 -1.499 -1.536
H 1.836 -6.694 0.443
H 1.562 -5.389 1.619
H 2.689 -5.143 0.268
H 0.055 -6.994 -1.180
H -1.741 -5.387 -2.425
H -3.147 -3.992 -2.428
H -4.331 -2.141 -3.512
H -3.360 0.173 -3.382
H -1.303 0.492 -2.045
```

## Properties
Net charge: +2
E_LUMO (spin up / spin down) (eV): -5.3 / -5.5
Multiplicity: 5


C25H27N3O4S | ωB97M-V/def2-TZVPD

Geometry as XYZ:
```
60
Properties=species:S:1:pos:R:3
C -1.621 -3.538 -0.113
H -0.981 -2.893 -0.727
O -2.964 -3.450 -0.515
C -3.572 -2.230 -0.467
C -2.986 -1.069 -0.003
C -3.683 0.149 0.021
C -4.989 0.201 -0.474
C -5.572 -0.987 -0.940
C -4.893 -2.178 -0.929
H -5.353 -3.086 -1.282
H -6.583 -0.931 -1.310
O -5.773 1.294 -0.639
C -5.288 2.590 -0.392
H -5.178 2.788 0.678
H -4.322 2.756 -0.881
H -6.032 3.264 -0.816
C -2.960 1.254 0.704
O -3.430 1.879 1.635
C -1.564 1.477 0.244
C -1.166 1.202 -1.062
C 0.147 1.393 -1.449
C 1.091 1.841 -0.530
C 0.672 2.189 0.754
C -0.639 2.011 1.138
H -0.973 2.269 2.133
H 1.401 2.605 1.433
C 2.546 2.051 -0.804
O 3.110 3.034 -0.349
N 3.220 1.115 -1.516
C 2.674 -0.125 -2.028
H 1.890 -0.486 -1.357
C 3.788 -1.182 -2.168
N 4.726 -1.231 -1.074
C 5.255 0.082 -0.700
C 4.666 1.200 -1.561
H 4.950 2.173 -1.156
H 5.008 1.131 -2.597
H 6.346 0.065 -0.814
H 5.018 0.295 0.347
C 4.345 -2.065 0.048
C 3.146 -1.598 0.828
C 1.869 -2.042 0.673
S 0.799 -1.224 1.750
C 2.188 -0.329 2.357
N 3.288 -0.636 1.778
C 2.052 0.630 3.475
H 1.041 1.025 3.524
H 2.767 1.440 3.351
H 2.272 0.126 4.417
H 1.499 -2.799 0.010
H 4.153 -3.071 -0.335
H 5.201 -2.106 0.726
H 4.359 -0.981 -3.081
H 3.328 -2.166 -2.280
H 2.233 0.034 -3.022
H 0.425 1.213 -2.476
H -1.891 0.844 -1.779
H -1.983 -1.076 0.395
H -1.336 -4.578 -0.260
H -1.493 -3.273 0.942
```

## Properties
SMILES: COc1ccc(OC)c(C(=O)c2ccc(C(=O)N3CCN(Cc4csc(C)n4)CC3)cc2)c1
Relative energy (zero: lowest compared OMol25 entry of this formula, charge and spin) (kJ/mol): 206.1
E_LUMO (eV): -0.2


C25H27N3O5S | ωB97M-V/def2-TZVPD

Geometry as XYZ:
```
61
Properties=species:S:1:pos:R:3
C 0.473 6.171 1.022
H 0.486 7.026 1.694
H -0.560 5.953 0.757
H 1.010 6.433 0.114
C 1.119 4.955 1.688
C 1.099 3.775 0.758
C 2.138 3.555 -0.136
C 2.110 2.500 -1.028
C 1.022 1.634 -1.039
C -0.027 1.847 -0.148
C 0.014 2.906 0.736
H -0.806 3.058 1.423
H -0.875 1.175 -0.150
N 0.923 0.539 -1.902
C 1.856 0.034 -2.738
O 2.935 0.521 -2.995
C 1.418 -1.300 -3.343
H 2.035 -1.531 -4.209
H 0.358 -1.338 -3.586
S 1.769 -2.619 -2.139
C 0.372 -2.529 -1.083
N -0.627 -1.806 -1.465
C -1.756 -1.784 -0.694
C -2.829 -0.974 -1.074
C -3.985 -0.960 -0.315
C -4.092 -1.750 0.837
C -3.035 -2.540 1.225
C -1.861 -2.565 0.469
C -0.707 -3.340 0.912
O -0.650 -3.986 1.937
N 0.398 -3.278 0.052
C 1.657 -3.770 0.570
H 2.286 -4.094 -0.260
H 1.445 -4.612 1.232
C 2.323 -2.629 1.370
H 1.762 -2.507 2.307
C 3.816 -2.866 1.634
H 3.993 -3.269 2.627
H 4.219 -3.559 0.894
C 4.417 -1.474 1.435
H 5.458 -1.501 1.126
C 3.502 -0.902 0.357
H 3.440 0.187 0.357
O 2.210 -1.402 0.659
H 3.813 -1.243 -0.640
H 4.328 -0.887 2.350
H -3.082 -3.152 2.113
H -5.003 -1.726 1.412
C -5.097 -0.080 -0.764
O -5.042 0.640 -1.730
O -6.176 -0.172 0.024
C -7.281 0.640 -0.344
H -7.625 0.380 -1.347
H -8.058 0.447 0.390
H -6.996 1.695 -0.335
H -2.763 -0.363 -1.962
H 0.090 -0.032 -1.769
H 2.926 2.341 -1.715
H 2.990 4.220 -0.134
H 0.574 4.714 2.603
H 2.149 5.197 1.957
```

## Properties
SMILES: CCc1ccc(NC(=O)CSc2nc3cc(C(=O)OC)ccc3c(=O)n2C[C@H]2CCCO2)cc1
Relative energy (zero: lowest compared OMol25 entry of this formula, charge and spin) (kJ/mol): 11.9
E_LUMO (eV): -0.3


C25H27N3O5W | ωB97M-V/def2-TZVPD

Geometry as XYZ:
```
61
Properties=species:S:1:pos:R:3
W -2.079 1.498 0.000
O -7.093 5.223 0.000
C -6.078 4.387 0.000
C -6.212 2.987 0.000
C -5.069 2.237 0.000
N -3.850 2.776 0.000
C -3.719 4.107 0.000
C -4.790 4.953 0.000
C -2.273 4.472 0.000
O -1.780 5.540 0.000
O -1.549 3.292 -0.001
C -4.962 0.749 0.000
O -5.826 -0.051 0.000
O -3.618 0.430 0.000
H -7.958 4.789 0.000
H -7.178 2.497 0.000
H -4.657 6.027 0.000
C 5.032 2.007 -1.258
C 4.521 1.282 0.000
C 5.040 -0.157 0.000
C 5.031 2.007 1.259
C 3.011 1.331 0.000
C 2.323 2.546 0.000
C 0.953 2.574 0.000
N 0.176 1.461 0.000
C 0.836 0.281 0.000
C 2.211 0.194 0.000
C -0.023 -0.906 0.000
C 0.484 -2.181 0.000
C -0.349 -3.299 0.000
C -1.713 -3.026 0.000
C -2.166 -1.726 0.000
N -1.354 -0.645 0.000
C 0.234 -4.694 0.000
C 1.105 -4.851 -1.260
C 1.105 -4.851 1.259
C -0.852 -5.770 0.000
H 6.119 1.939 -1.290
H 4.767 3.065 -1.257
H 4.636 1.552 -2.169
H 6.129 -0.141 0.000
H 4.723 -0.704 -0.892
H 4.723 -0.703 0.892
H 6.119 1.939 1.290
H 4.636 1.552 2.169
H 4.767 3.065 1.257
H 2.847 3.491 0.000
H 0.459 3.528 0.000
H 2.678 -0.775 0.000
H 1.552 -2.323 0.000
H -2.450 -3.815 0.000
H -3.226 -1.556 0.000
H 1.934 -4.141 -1.280
H 0.511 -4.714 -2.165
H 1.527 -5.855 -1.281
H 1.935 -4.141 1.280
H 1.528 -5.856 1.280
H 0.511 -4.714 2.165
H -1.481 -5.716 -0.891
H -1.481 -5.717 0.891
H -0.373 -6.749 0.000
```

## Properties
Net charge: +2
E_LUMO (spin up / spin down) (eV): -8.1 / -8.5
Multiplicity: 3


C25H27N3O8PRuS2 | ωB97M-V/def2-TZVPD

Geometry as XYZ:
```
67
Properties=species:S:1:pos:R:3
Ru -0.136 -0.661 -1.459
O 0.588 -2.221 -3.386
C 1.602 -1.612 -4.195
C 1.800 -0.157 -3.827
N 0.519 0.514 -3.543
C -0.561 0.280 -4.500
C -1.908 0.398 -3.811
O -2.863 0.856 -4.401
O -1.933 -0.102 -2.602
C 0.713 1.943 -3.265
C 0.721 2.290 -1.794
O 1.391 3.224 -1.406
O -0.116 1.578 -1.076
H 1.006 -2.703 -2.651
H 1.275 -1.709 -5.227
H 2.554 -2.134 -4.102
H 2.343 0.338 -4.643
H 2.416 -0.073 -2.933
H -0.524 -0.743 -4.868
H -0.530 0.968 -5.346
H -0.138 2.495 -3.669
H 1.624 2.329 -3.720
O 1.278 -2.627 -0.902
S 2.339 -1.873 -0.179
O 3.657 -2.416 -0.290
O 2.208 -0.458 -0.602
C 1.791 -2.010 1.504
C 2.298 -3.077 2.232
C 1.771 -3.354 3.483
C 0.734 -2.580 3.979
C 0.238 -1.508 3.250
C 0.765 -1.189 2.003
P 0.240 0.264 0.999
C 1.460 1.513 1.543
C 1.071 2.851 1.538
C 1.930 3.835 2.002
C 3.193 3.495 2.462
C 3.600 2.167 2.442
C 2.739 1.181 1.984
C -1.296 0.863 1.772
C -1.331 1.424 3.048
C -2.533 1.849 3.595
C -3.712 1.725 2.870
C -3.683 1.196 1.587
C -2.479 0.775 1.040
H 3.095 -3.674 1.807
H 2.161 -4.181 4.063
H 0.311 -2.805 4.950
H -0.568 -0.914 3.658
H 0.101 3.126 1.147
H 1.615 4.872 1.986
H 3.865 4.263 2.828
H 4.591 1.893 2.784
H 3.083 0.155 1.972
H -0.414 1.540 3.615
H -2.547 2.291 4.584
H -4.648 2.064 3.296
H -4.595 1.134 1.004
H -2.447 0.427 0.017
N -3.977 -1.424 -1.209
C -3.309 -2.224 -0.409
N -3.972 -2.841 0.578
S -1.629 -2.591 -0.559
H -4.947 -1.216 -1.029
H -3.462 -0.843 -1.905
H -4.961 -2.724 0.715
H -3.466 -3.472 1.172
```

## Properties
Relative energy (zero: lowest compared OMol25 entry of this formula, charge and spin) (kJ/mol): 103.1
E_LUMO (spin up / spin down) (eV): 0.1 / -1.4
Multiplicity: 6


C25H27N6O5SW | ωB97M-V/def2-TZVPD

Geometry as XYZ:
```
65
Properties=species:S:1:pos:R:3
W -0.027 1.857 -0.629
N -0.954 2.433 1.295
C -2.377 2.034 1.339
C -2.939 2.599 0.043
O -3.987 3.189 -0.030
N -2.046 2.419 -0.985
C -2.070 3.476 -1.997
C -0.569 3.739 -1.901
O 0.188 3.098 -2.650
O -0.113 4.011 -0.703
H -0.429 2.023 2.064
H -0.868 3.449 1.350
H -2.892 2.457 2.198
H -2.438 0.947 1.367
H -2.720 4.299 -1.711
H -2.303 3.107 -2.992
C 2.536 3.469 0.650
O 1.587 2.385 0.805
C 1.945 1.333 1.656
C 2.940 1.430 2.607
C 3.183 0.335 3.429
C 2.437 -0.824 3.283
C 1.437 -0.911 2.326
C 1.173 0.177 1.494
N 0.180 0.193 0.507
N -0.708 -0.825 0.615
C -1.555 -1.051 -0.408
C -1.523 -0.403 -1.656
O -0.583 0.531 -1.923
C -2.402 -0.753 -2.696
C -3.327 -1.738 -2.503
C -3.420 -2.427 -1.262
C -4.380 -3.443 -1.067
C -4.467 -4.103 0.129
C -3.593 -3.769 1.175
C -2.650 -2.786 1.013
C -2.542 -2.095 -0.208
H 2.555 4.054 1.568
H 2.172 4.070 -0.175
H 3.515 3.051 0.427
H 3.516 2.337 2.720
H 3.957 0.398 4.181
H 2.626 -1.671 3.927
H 0.841 -1.804 2.217
H -2.321 -0.217 -3.631
H -4.014 -2.006 -3.296
H -5.051 -3.685 -1.882
H -5.207 -4.879 0.272
H -3.668 -4.291 2.120
H -1.986 -2.526 1.825
C 4.410 -0.562 -0.017
N 3.341 -1.155 -0.786
C 3.053 -2.587 -0.685
C 1.810 -2.763 -1.577
N 1.477 -1.380 -1.902
C 2.373 -0.519 -1.437
S 2.314 1.178 -1.704
H 4.166 -0.571 1.048
H 4.565 0.460 -0.348
H 5.324 -1.132 -0.180
H 2.853 -2.843 0.358
H 3.907 -3.170 -1.028
H 0.987 -3.245 -1.052
H 2.030 -3.326 -2.484
H 0.730 -1.077 -2.506
```

## Properties
Relative energy (zero: lowest compared OMol25 entry of this formula, charge and spin) (kJ/mol): 121.4
Net charge: +1
E_LUMO (spin up / spin down) (eV): -3.5 / -4.0
Multiplicity: 3


C25H28AlN3O7P | ωB97M-V/def2-TZVPD

Geometry as XYZ:
```
65
Properties=species:S:1:pos:R:3
Al 0.173 0.252 -0.135
O 6.281 2.388 1.426
C 6.155 1.291 0.853
O 6.914 0.469 0.317
C 4.641 0.880 0.722
C 4.247 0.007 -0.292
C 2.908 -0.242 -0.454
N 2.007 0.315 0.365
C 2.368 1.110 1.380
C 3.687 1.438 1.574
C 1.190 1.565 2.162
C 1.261 2.340 3.295
C 0.081 2.742 3.906
C -1.139 2.362 3.369
C -1.144 1.573 2.241
N -0.002 1.169 1.653
C 2.260 -1.145 -1.439
C 2.939 -1.923 -2.351
C 2.217 -2.764 -3.183
C 0.833 -2.812 -3.086
C 0.216 -2.006 -2.157
N 0.910 -1.188 -1.347
H 5.022 -0.440 -0.905
H 4.027 2.138 2.329
H 2.225 2.628 3.694
H 0.117 3.362 4.794
H -2.073 2.679 3.810
H -2.071 1.287 1.762
H 4.019 -1.876 -2.404
H 2.734 -3.385 -3.904
H 0.243 -3.457 -3.723
H -0.864 -1.995 -2.056
O -1.799 -1.927 1.229
C -1.264 -1.169 0.636
C 0.185 5.830 -2.076
C -0.518 4.936 -1.075
C -1.753 5.614 -0.508
C 0.436 4.512 0.026
O -0.931 3.758 -1.872
P -1.546 2.393 -1.410
O -2.332 2.369 -0.161
O -0.339 1.370 -1.295
O -2.375 1.925 -2.643
C -2.037 1.667 -4.057
C -3.292 2.042 -4.817
C -0.844 2.471 -4.553
C -1.755 0.178 -4.167
H 0.495 6.759 -1.595
H -0.489 6.070 -2.901
H 1.068 5.331 -2.482
H -1.460 6.519 0.028
H -2.282 4.948 0.176
H -2.434 5.893 -1.315
H 0.868 5.398 0.494
H 1.251 3.908 -0.384
H -0.103 3.944 0.785
H -3.509 3.105 -4.688
H -4.146 1.468 -4.449
H -3.158 1.836 -5.881
H -1.035 3.543 -4.497
H -0.662 2.203 -5.594
H 0.058 2.249 -3.978
H -2.595 -0.401 -3.774
H -0.848 -0.070 -3.609
H -1.602 -0.093 -5.214
```

## Properties
Relative energy (zero: lowest compared OMol25 entry of this formula, charge and spin) (kJ/mol): 0.0
Net charge: +1
E_LUMO (eV): -4.9